P:
Density functional theory data (ωB97M-V/def2-TZVPD) for C4H9N in the gas phase.

XYZ file:
```
14
C4H9N, DFT ωB97M-V/def2-TZVPD
H -0.954 -0.604 -1.344
N -1.911 0.340 0.692
C 0.973 -0.487 0.700
H -2.915 0.032 0.642
H 2.574 0.128 -0.773
H -1.430 1.151 -1.336
H 0.593 -1.451 0.939
C 1.567 -0.286 -0.609
H 0.530 1.591 0.177
C 0.349 0.586 -0.174
H -1.309 -0.038 1.482
H 1.776 -0.231 1.459
C -1.116 0.352 -0.615
H 1.272 -1.082 -1.241
```

As for the SMILES: NCC1CC1. As for the multiplicity: 1. The calculation puts the HOMO-LUMO gap at 10.3 eV. The value obtained for the HOMO energy is -9.0 eV. The calculation puts the LUMO energy at 1.29 eV. As for the total charge: 0. The calculation puts the molecular weight at 71.1 g mol⁻¹.

***

Q:
Density functional theory data (ωB97M-V/def2-TZVPD) for a molecular structure, C4H9N.

XYZ file:
```
14
C4H9N, DFT ωB97M-V/def2-TZVPD
H -1.768 -1.048 0.706
H 0.283 1.633 1.373
C 0.837 -0.236 -0.738
C -0.707 -0.758 0.495
H -0.319 -0.660 1.577
N -0.447 0.442 -0.300
C 0.118 -1.529 -0.522
H 0.249 2.370 -0.283
C -0.261 1.697 0.397
H 1.212 -0.086 -1.677
H 0.659 -2.323 -0.152
H -0.307 -1.786 -1.522
H -1.149 2.264 0.583
H 1.601 0.020 0.064
```

As for the multiplicity: 1. The calculation puts the HOMO-LUMO gap at 10.1 eV. The value obtained for the HOMO energy is -8.8 eV. The calculation puts the LUMO energy at 1.28 eV. As for the total charge: 0. The calculation puts the molecular weight at 71.1 g mol⁻¹.

***

List of relative energies, unit kcal/mol: P 5.8; Q 0.0

***

P:
Density functional theory data (ωB97M-V/def2-TZVPD) for F5P in the gas phase.

XYZ file:
```
6
F5P, DFT ωB97M-V/def2-TZVPD
F -0.759 0.155 -1.389
F -0.053 -2.418 0.040
F 1.230 -0.615 -0.548
F -1.865 -1.189 -0.406
P -0.342 -0.810 -0.188
F -0.307 -0.082 1.369
```

As for the SMILES: FP(F)(F)(F)F. As for the multiplicity: 1. The calculation puts the HOMO-LUMO gap at 14.1 eV. The value obtained for the HOMO energy is -14.3 eV. The calculation puts the LUMO energy at -0.14 eV. As for the total charge: 0. The calculation puts the molecular weight at 126.0 g mol⁻¹.

***

Q:
Density functional theory data (ωB97M-V/def2-TZVPD) for F5P in the gas phase.

XYZ file:
```
6
F5P, DFT ωB97M-V/def2-TZVPD
F -0.820 0.941 1.067
F -0.094 -1.563 0.666
F 0.865 -0.247 -1.361
F 1.332 0.687 0.625
F -1.267 0.200 -1.022
P -0.017 -0.018 0.025
```

As for the SMILES: FP(F)(F)(F)F. As for the multiplicity: 1. The calculation puts the HOMO-LUMO gap at 14.1 eV. The value obtained for the HOMO energy is -14.4 eV. The calculation puts the LUMO energy at -0.25 eV. As for the total charge: 0. The calculation puts the molecular weight at 126.0 g mol⁻¹.

***

List of relative energies, unit kcal/mol: P 5.5; Q 0.0

***

P:
Density functional theory data (ωB97M-V/def2-TZVPD) for a gas-phase ion, C2H5F2N3 (charge +2).

XYZ file:
```
12
C2H5F2N3, DFT ωB97M-V/def2-TZVPD
N -1.738 -0.501 1.485
H 1.175 -0.544 -2.393
H -2.541 -0.778 0.959
N -0.206 -0.108 -0.266
N 1.560 0.061 -1.764
F 1.563 1.089 0.213
H 2.431 0.596 -1.955
F 0.133 0.744 1.702
C 0.962 0.349 -0.694
H -0.690 -0.810 -0.758
C -0.641 0.097 1.019
H -2.008 -0.195 2.452
```

As for the SMILES: N/C(F)=[NH+]/C(=[NH2+])F. As for the multiplicity: 1. The calculation puts the HOMO-LUMO gap at 12.0 eV. The value obtained for the HOMO energy is -22.2 eV. The calculation puts the LUMO energy at -10.24 eV. As for the total charge: +2. The calculation puts the molecular weight at 109.1 g mol⁻¹.

***

Q:
Density functional theory data (ωB97M-V/def2-TZVPD) for a molecular structure, C2H5F2N3.

XYZ file:
```
12
C2H5F2N3, DFT ωB97M-V/def2-TZVPD
N 1.072 -0.864 1.857
F 0.267 -1.386 -0.166
H -1.241 0.373 -2.935
C 0.484 -0.454 0.807
H -0.323 1.291 1.270
N -0.169 0.615 0.637
H 1.493 -0.263 2.537
H 1.066 -1.824 2.206
F -0.441 2.267 -1.270
C -0.538 1.013 -1.269
N -0.792 0.073 -2.036
H -0.877 -0.840 -1.636
```

As for the multiplicity: 1. The calculation puts the HOMO-LUMO gap at 10.0 eV. The value obtained for the HOMO energy is -21.3 eV. The calculation puts the LUMO energy at -11.24 eV. As for the total charge: +2. The calculation puts the molecular weight at 109.1 g mol⁻¹.

***

List of relative energies, unit kcal/mol: P 0.0; Q 61.4

***

P:
Density functional theory data (ωB97M-V/def2-TZVPD) for a gas-phase ion, C3H2NO2S (charge -1).

XYZ file:
```
9
C3H2NO2S, DFT ωB97M-V/def2-TZVPD
H 1.413 0.470 -1.308
C 1.497 -0.504 -0.888
O 2.671 -0.856 -0.787
H -2.033 -0.677 -0.878
C -0.793 1.032 1.569
C -1.116 -0.101 -0.620
O -0.476 1.397 2.660
S 0.130 -1.365 -0.374
N -1.292 0.604 0.625
```

As for the multiplicity: 1. The calculation puts the HOMO-LUMO gap at 6.4 eV. The value obtained for the HOMO energy is -2.7 eV. The calculation puts the LUMO energy at 3.69 eV. As for the total charge: -1. The calculation puts the molecular weight at 116.1 g mol⁻¹.

***

Q:
Density functional theory data (ωB97M-V/def2-TZVPD) for a gas-phase ion, C3H2NO2S (charge -1).

XYZ file:
```
9
C3H2NO2S, DFT ωB97M-V/def2-TZVPD
C 1.122 0.460 -0.069
O 1.269 -0.823 -0.165
S -2.803 0.243 0.007
H 0.002 -2.245 0.535
N -0.219 0.887 0.016
C 0.144 -1.656 -0.394
C -1.197 -0.015 -0.031
H -0.358 1.887 0.130
O 2.040 1.263 -0.028
```

As for the multiplicity: 1. The calculation puts the HOMO-LUMO gap at 6.7 eV. The value obtained for the HOMO energy is -3.1 eV. The calculation puts the LUMO energy at 3.64 eV. As for the total charge: -1. The calculation puts the molecular weight at 116.1 g mol⁻¹.

***

List of relative energies, unit kcal/mol: P 0.0; Q 20.9

***

P:
Density functional theory data (ωB97M-V/def2-TZVPD) for a gas-phase ion, C4H11NO (charge -1).

XYZ file:
```
17
C4H11NO, DFT ωB97M-V/def2-TZVPD
H -0.614 2.435 -1.267
H -0.197 -1.784 0.491
C 0.753 0.110 -0.332
H 1.656 0.148 0.325
H -0.233 -1.548 -1.336
H -1.203 1.332 2.279
C -1.149 0.607 1.481
O 1.438 -2.229 -0.305
N -1.153 1.820 -0.663
H -1.574 1.176 -1.329
H -2.199 0.647 1.102
H -0.804 -0.395 1.743
H 2.344 -2.007 -0.571
H 0.960 0.356 -1.368
C 0.338 -1.357 -0.382
C -0.293 1.079 0.282
H 0.405 1.839 0.727
```

As for the multiplicity: 2. As for the expectation value of S²: 0.750. The calculation puts the HOMO-LUMO gap (alpha / beta) at 2.5 / 9.1 eV. The value obtained for the HOMO energy (alpha / beta) is 1.4 / -5.3 eV. The calculation puts the LUMO energy (alpha / beta) at 3.88 / 3.79 eV. As for the total charge: -1. The calculation puts the molecular weight at 89.1 g mol⁻¹.

***

Q:
Density functional theory data (ωB97M-V/def2-TZVPD) for 2 unconnected molecules or ions with the total composition C4H11NO.

XYZ file:
```
17
C4H11NO, DFT ωB97M-V/def2-TZVPD
H -2.830 -2.470 -0.453
H -1.576 1.823 -0.060
H -2.059 0.499 -1.218
H -2.402 -1.475 0.631
C 0.752 0.684 0.780
C -1.321 0.891 -0.537
H 2.816 -0.094 0.729
O -3.165 -1.998 0.330
H 0.424 1.643 1.177
H 1.297 -0.865 -1.338
H 2.408 0.998 -0.584
H -0.154 -1.649 -1.047
C -0.140 0.295 -0.351
N 0.309 -0.742 -1.192
C 2.260 0.815 0.483
H 0.646 0.005 1.628
H 2.734 1.640 1.023
```

As for the multiplicity: 2. As for the expectation value of S²: 0.751. The calculation puts the HOMO-LUMO gap (alpha / beta) at 3.1 / 8.6 eV. The value obtained for the HOMO energy (alpha / beta) is 1.0 / -4.6 eV. The calculation puts the LUMO energy (alpha / beta) at 4.12 / 3.92 eV. As for the total charge: -1. The calculation puts the molecular weight at 89.1 g mol⁻¹.

***

R:
Density functional theory data (ωB97M-V/def2-TZVPD) for 2 unconnected molecules or ions with the total composition C4H11NO.

XYZ file:
```
17
C4H11NO, DFT ωB97M-V/def2-TZVPD
H -0.316 -0.174 2.358
H -1.705 1.663 0.315
C 0.608 -1.577 0.129
H 2.529 0.799 -0.886
O 3.020 0.019 -1.157
N -0.271 0.463 -0.690
H 0.924 -2.356 0.804
H 0.925 -1.841 -0.875
H 2.664 -0.768 -0.740
H -1.794 1.650 -1.518
C -1.020 -0.430 1.560
C -0.270 -0.583 0.244
C -1.157 1.657 -0.619
H -0.508 2.538 -0.695
H -0.317 0.029 -1.591
H -1.813 0.303 1.596
H -1.499 -1.392 1.763
```

As for the multiplicity: 2. As for the expectation value of S²: 0.754. The calculation puts the HOMO-LUMO gap (alpha / beta) at 2.5 / 7.0 eV. The value obtained for the HOMO energy (alpha / beta) is 1.6 / -2.9 eV. The calculation puts the LUMO energy (alpha / beta) at 4.11 / 4.02 eV. As for the total charge: -1. The calculation puts the molecular weight at 89.1 g mol⁻¹.

***

List of relative energies, unit kcal/mol: P 15.9; Q 0.0; R 29.0

***

P:
Density functional theory data (ωB97M-V/def2-TZVPD) for 2 unconnected molecules or ions with the total composition CH8NO.

XYZ file:
```
11
CH8NO, DFT ωB97M-V/def2-TZVPD
N -1.693 0.609 0.254
H -2.331 -0.141 0.525
H -2.470 1.288 -0.030
H 0.998 -1.092 0.859
H 1.763 -1.696 -0.674
H 2.616 -0.470 0.049
H -0.828 0.624 -0.243
C 1.557 -0.818 -0.053
H -1.367 0.745 1.173
H 1.100 0.822 -1.147
O 0.655 0.129 -0.713
```

As for the multiplicity: 1. The calculation puts the HOMO-LUMO gap at 11.4 eV. The value obtained for the HOMO energy is -15.4 eV. The calculation puts the LUMO energy at -3.98 eV. As for the total charge: +1. The calculation puts the molecular weight at 50.1 g mol⁻¹.

***

Q:
Density functional theory data (ωB97M-V/def2-TZVPD) for 2 unconnected molecules or ions with the total composition CH8NO.

XYZ file:
```
11
CH8NO, DFT ωB97M-V/def2-TZVPD
H -0.741 -0.620 -1.452
H 1.082 0.018 0.534
H -1.487 -1.107 1.025
H 1.424 1.606 0.301
H -2.079 0.533 0.413
H -2.448 -0.957 -0.388
O -0.464 -0.370 -0.561
H 2.635 0.588 0.972
C -1.711 -0.461 0.198
N 1.847 0.679 0.333
H 2.172 0.466 -0.612
```

As for the multiplicity: 1. The calculation puts the HOMO-LUMO gap at 11.3 eV. The value obtained for the HOMO energy is -15.2 eV. The calculation puts the LUMO energy at -3.98 eV. As for the total charge: +1. The calculation puts the molecular weight at 50.1 g mol⁻¹.

***

List of relative energies, unit kcal/mol: P 18.3; Q 0.0